(1)
52
Properties=species:S:1:pos:R:3:forces:R:3 method="wB97M-V/def2-TZVPD" charge=+2 lumo_energy_ev=-7.36 gap_ev=7.0 e_tot_ev=-44871.688
Pb -0.26267 -1.13666 1.67261 0.097 -0.326 0.176
C -1.85300 -2.40912 2.59801 -0.117 0.334 -0.033
C -0.99668 -3.16970 3.51396 0.088 -0.079 -0.055
C -0.95228 -2.50774 4.70033 -0.038 0.019 0.015
C -1.77571 -1.31836 4.63111 -0.004 -0.041 0.037
C -2.35454 -1.24695 3.40760 -0.014 -0.060 -0.087
H -2.46722 -2.88511 1.84170 0.032 -0.006 -0.025
H -0.54126 -4.11660 3.26775 0.037 0.011 0.018
H -0.41542 -2.83148 5.57988 0.010 0.011 -0.011
H -1.92087 -0.62303 5.44409 -0.013 0.006 -0.014
H -3.09044 -0.54222 3.05000 0.011 0.043 0.051
N 3.22346 -3.02482 0.11334 0.017 -0.032 -0.048
C 2.30217 -2.30165 0.70519 -0.179 0.035 0.035
O 1.07968 -2.53289 0.50169 0.096 -0.007 -0.056
C 2.73141 -1.24856 1.70699 0.047 -0.038 0.023
C 1.68248 -0.18312 1.99727 0.199 0.077 0.061
H 2.94906 -3.76876 -0.51260 -0.004 0.009 0.002
H 4.20602 -2.83684 0.23284 -0.004 0.008 0.032
H 3.65257 -0.77511 1.36124 -0.024 0.011 -0.011
H 2.97742 -1.79741 2.62134 0.010 0.025 -0.003
H 1.68833 0.62897 1.27281 -0.034 -0.034 0.011
H 1.75443 0.20478 3.00893 -0.082 -0.004 -0.008
O -0.81323 0.00414 -0.09724 -0.181 0.061 -0.027
S -1.15377 -0.45006 -1.54970 -0.007 -0.069 -0.086
C -0.06828 0.59699 -2.53060 0.054 0.019 0.070
C 1.37506 0.31902 -2.21534 0.013 -0.014 -0.027
C 2.05698 -0.71653 -2.84964 -0.039 -0.017 0.013
C 3.40726 -0.91649 -2.60511 0.000 0.017 -0.010
C 4.08585 -0.08479 -1.72226 0.005 -0.010 0.004
C 3.40886 0.94173 -1.07699 -0.023 0.022 -0.032
C 2.05540 1.14154 -1.32304 0.029 0.065 -0.038
C -2.77412 0.30783 -1.89191 0.018 0.026 0.127
C -2.84094 1.78253 -1.64740 -0.022 0.005 -0.012
C -3.07179 2.27124 -0.36426 0.014 -0.022 0.013
C -3.13223 3.63714 -0.13669 -0.004 -0.007 -0.009
C -2.96549 4.52370 -1.19192 0.003 0.002 0.002
C -2.74681 4.04389 -2.47561 -0.003 0.010 0.000
C -2.68613 2.67759 -2.70310 0.008 -0.015 -0.023
H -0.35519 1.62325 -2.29798 0.036 0.009 -0.045
H -0.31511 0.37340 -3.57106 -0.021 0.005 -0.002
H 1.54051 -1.34459 -3.56666 0.007 -0.003 -0.002
H 3.93917 -1.69504 -3.13616 0.003 -0.006 0.000
H 5.15043 -0.21122 -1.56957 0.001 0.003 0.001
H 3.94514 1.62173 -0.42608 -0.009 -0.014 0.006
H 1.53853 1.98152 -0.87151 0.002 -0.018 0.022
H -3.45401 -0.25669 -1.25082 -0.014 -0.006 -0.037
H -2.98126 0.03017 -2.92793 0.008 -0.009 -0.020
H -3.23010 1.57851 0.45421 -0.004 0.008 0.003
H -3.32864 4.01267 0.85849 0.002 -0.005 0.003
H -3.02464 5.58933 -1.01697 0.001 0.000 0.001
H -2.63884 4.73338 -3.30171 -0.001 -0.004 -0.004
H -2.53957 2.30652 -3.71151 -0.007 0.007 -0.003

---

(2)
55
Properties=species:S:1:pos:R:3:forces:R:3 method="wB97M-V/def2-TZVPD" charge=0 smiles="CCOC(=O)c1oc2ccc3c(c2c1C)C(=O)CC1(CCN(C(=O)OCC)CC1)O3" lumo_energy_ev=-0.29 de_lowest_kcal_mol=0.13 gap_ev=8.3 e_tot_ev=-39043.513
C -7.35781 -2.26880 1.12566 0.258 0.163 -0.283
C -6.87173 -2.03161 -0.29684 -0.555 -0.077 0.086
H -6.72822 -2.97462 -0.82830 -0.007 0.143 0.027
H -7.58265 -1.39997 -0.83914 0.132 -0.165 0.015
O -5.58818 -1.40266 -0.31378 0.367 0.125 0.013
C -5.57594 -0.06912 -0.16231 -0.403 0.141 -0.019
O -6.57057 0.60270 -0.04865 0.145 -0.043 0.006
C -4.21588 0.49219 -0.16484 0.915 -0.347 0.000
C -2.95774 -0.06814 -0.19553 -0.885 0.090 0.054
C -2.04991 1.03981 -0.15481 -0.356 0.857 0.056
C -2.86832 2.18851 -0.12913 0.943 -0.679 -0.018
C -2.35846 3.48135 -0.14231 -0.088 -0.146 0.002
C -0.99434 3.62108 -0.18961 -0.028 -0.058 -0.013
C -0.14161 2.50290 -0.21568 -0.363 -0.284 0.061
C -0.64367 1.19605 -0.18416 -0.155 0.347 0.107
C 0.32912 0.09493 -0.16947 0.582 0.080 -0.254
O 0.16716 -0.99290 0.33493 -0.016 -0.032 0.028
C 1.64130 0.50686 -0.80931 -0.136 -0.015 0.146
H 2.36702 -0.30085 -0.74229 -0.023 -0.022 0.025
C 2.13962 1.76367 -0.09481 0.383 -0.198 0.160
C 3.44897 2.28924 -0.71210 -0.084 -0.096 0.168
H 3.41228 3.37889 -0.70703 -0.010 0.016 -0.023
H 3.52028 1.95709 -1.74766 -0.009 0.025 -0.053
C 4.67254 1.80489 0.08002 0.131 0.117 -0.318
N 4.43285 0.49296 0.63280 -0.066 -0.089 0.039
C 4.96852 -0.59591 0.03085 0.025 -0.013 0.258
O 5.72989 -0.54380 -0.90673 0.216 -0.157 -0.392
O 4.57099 -1.74133 0.62848 -0.113 0.290 0.097
C 5.00607 -2.95111 0.01080 0.167 -0.346 -0.385
C 4.10635 -3.32981 -1.15761 0.154 0.237 0.317
H 3.06940 -3.37974 -0.83243 -0.095 -0.048 0.007
H 4.19700 -2.58857 -1.94827 -0.001 0.020 -0.083
H 4.40350 -4.29835 -1.54909 0.012 -0.123 -0.075
H 4.96035 -3.70113 0.80289 0.040 0.100 -0.078
H 6.03912 -2.82706 -0.32912 -0.145 -0.067 0.131
C 3.39963 0.42106 1.64514 -0.207 -0.171 0.320
H 2.93724 -0.56614 1.60360 0.033 0.146 0.045
C 2.35229 1.51341 1.40924 -0.044 0.035 -0.239
H 1.41079 1.22005 1.87642 0.018 0.040 0.074
H 2.66505 2.45755 1.85859 -0.046 0.024 -0.009
H 3.84494 0.54445 2.64003 -0.118 -0.059 -0.031
H 5.54446 1.73759 -0.57126 -0.071 0.101 0.157
H 4.89666 2.48799 0.90392 0.023 0.002 -0.050
O 1.17548 2.81035 -0.24508 0.050 0.203 -0.178
H 1.46422 0.74169 -1.86254 0.049 0.030 -0.011
H -0.53346 4.59528 -0.20604 0.034 0.124 0.020
H -3.01961 4.33168 -0.11908 -0.059 0.141 -0.006
O -4.16589 1.85241 -0.11882 -0.476 0.187 0.002
C -2.62480 -1.50932 -0.29744 -0.015 -0.265 0.131
H -2.23389 -1.72400 -1.29232 0.055 -0.084 -0.052
H -3.50649 -2.11676 -0.12965 0.057 -0.045 -0.069
H -1.84779 -1.76836 0.41693 -0.079 -0.032 -0.059
H -7.50595 -1.31707 1.62967 -0.047 0.033 0.057
H -6.62839 -2.85396 1.68068 0.021 -0.082 0.064
H -8.30178 -2.80554 1.10261 -0.110 -0.072 0.024

---

(3)
59
Properties=species:S:1:pos:R:3:forces:R:3 method="wB97M-V/def2-TZVPD" charge=+3 s_squared=8.768 lumo_energy_ev="-8.93 / -11.17" de_lowest_kcal_mol=0.00 gap_ev="8.5 / 6.3" e_tot_ev=-216660.929 spin_multiplicity=6
Fe 0.48220 0.13100 0.09796 -0.480 0.053 0.331
O -2.91074 -5.78385 2.13260 0.001 0.006 -0.114
N -2.37850 -5.21952 3.06202 -0.081 0.073 -0.011
O -2.40583 -5.56976 4.21073 0.067 -0.037 0.095
C -1.65022 -3.94476 2.76963 -0.010 -0.095 -0.074
C -1.29044 -3.22678 3.84852 -0.045 -0.020 0.024
C -0.61698 -1.97560 3.70535 0.041 0.068 -0.136
C -0.21828 -1.19165 4.80361 -0.009 -0.013 0.015
C 0.41805 0.00370 4.57923 0.018 0.021 0.028
C 0.65201 0.40567 3.26519 0.034 0.092 -0.037
N 0.29235 -0.31550 2.21180 -0.170 -0.242 -0.082
C -0.34125 -1.49828 2.42210 -0.017 -0.075 -0.042
C -0.72714 -2.27495 1.26648 0.058 0.129 0.019
N -0.42284 -1.73740 0.04304 -0.046 -0.223 0.223
C -0.73168 -2.43492 -1.05130 0.054 0.157 0.115
C -1.34305 -3.67778 -0.98973 -0.041 -0.085 -0.070
C -1.66815 -4.22370 0.22656 0.002 -0.017 0.077
C -1.37472 -3.51402 1.41414 0.103 0.168 0.086
H -1.52819 -3.61048 4.83232 0.026 0.009 0.006
H -0.41414 -1.53435 5.81216 -0.008 -0.015 -0.003
H 0.74170 0.63244 5.39634 -0.005 0.006 0.001
H 1.14902 1.34944 3.06806 0.001 -0.007 -0.023
H -0.47508 -1.98149 -1.99678 -0.003 0.004 -0.042
H -1.56163 -4.20922 -1.90501 0.003 0.004 -0.004
H -2.14565 -5.18784 0.28407 -0.013 -0.013 -0.006
C 3.55545 -1.75212 -0.92596 0.005 -0.059 0.083
Te 3.21386 -0.24537 0.53217 0.131 0.066 -0.118
C 4.06093 1.30437 -0.64472 0.107 0.005 0.064
H 3.19265 -1.40589 -1.88934 0.020 0.022 0.018
H 3.05004 -2.66325 -0.61652 0.013 -0.005 0.015
H 4.63210 -1.91078 -0.93717 -0.009 -0.028 -0.042
H 5.13155 1.11012 -0.67358 0.006 0.042 -0.022
H 3.87898 2.26124 -0.16217 0.010 -0.003 0.022
H 3.62987 1.27086 -1.64112 -0.013 -0.048 0.039
C 0.83700 0.91002 -5.32478 -0.012 0.093 -0.043
As 0.31073 1.75096 -3.68971 -0.165 0.060 0.170
C 1.25695 3.41246 -3.44827 -0.009 -0.046 0.012
C -1.59443 2.03790 -3.65774 0.035 -0.003 -0.009
S 0.89230 0.32246 -2.14551 0.304 -0.052 -0.507
H 0.57743 1.58274 -6.14382 0.001 -0.017 -0.006
H 0.30321 -0.03166 -5.43291 -0.001 0.000 0.010
H 1.91186 0.74140 -5.31193 -0.004 -0.008 0.011
H 0.54321 4.23292 -3.49156 0.010 0.010 -0.020
H 1.99383 3.52217 -4.24227 -0.008 -0.015 -0.006
H 1.75697 3.40158 -2.48311 -0.006 0.015 -0.005
H -1.79454 3.10715 -3.69436 -0.002 0.000 -0.019
H -2.00398 1.60966 -2.74634 -0.003 0.015 0.003
H -2.03761 1.55150 -4.52535 0.007 -0.006 0.009
Br -4.50247 2.56987 1.47172 0.028 0.014 -0.010
C -2.69112 2.83169 1.10172 0.054 0.007 -0.017
C -2.10584 4.09327 1.15892 -0.060 -0.032 0.004
C -0.75427 4.21860 0.87596 0.071 -0.038 -0.026
C -0.02783 3.09139 0.54264 -0.030 0.052 -0.011
N -0.59169 1.87472 0.49134 0.121 0.014 -0.034
C -1.89747 1.74628 0.76719 -0.083 -0.022 0.049
H -2.69925 4.95942 1.42175 -0.008 -0.004 0.010
H -0.26500 5.18183 0.91610 -0.015 0.011 0.007
H 1.02930 3.15294 0.31203 0.003 -0.006 -0.003
H -2.32353 0.74915 0.72760 0.020 0.018 -0.004

---

(4)
60
Properties=species:S:1:pos:R:3:forces:R:3 method="wB97M-V/def2-TZVPD" charge=0 s_squared=6.004 lumo_energy_ev="-0.03 / -0.03" de_lowest_kcal_mol=0.00 gap_ev="7.4 / 7.4" e_tot_ev=-72983.691 spin_multiplicity=5
Ho -0.31766 -0.01661 -0.99182 0.584 0.269 1.723
C -0.17468 -0.65458 2.71258 0.011 -0.181 -0.088
C 0.68714 -1.79132 2.19964 0.009 0.260 0.131
O 0.43053 -2.04818 0.83460 -0.127 0.124 -0.283
C -0.42523 -3.13099 0.51753 -0.173 0.086 -0.075
C -1.89346 -2.81780 0.80093 0.187 -0.053 0.012
O -2.12581 -1.45618 0.48993 0.014 0.126 -0.012
C -3.46348 -1.06367 0.74194 -0.049 0.180 0.070
C -3.60942 0.41931 0.38208 -0.014 -0.193 -0.077
O -2.38755 1.10863 0.59001 0.089 0.139 -0.060
C -2.18268 1.49075 1.94556 0.291 -0.097 0.040
C -0.68865 1.61246 2.17368 -0.191 0.043 -0.076
O -0.00850 0.41765 1.80039 0.053 0.055 -0.395
H -1.22574 -0.95059 2.77609 0.008 0.003 -0.016
H 0.16362 -0.35552 3.71016 0.021 0.031 0.006
H 1.73127 -1.47933 2.25657 0.032 -0.088 0.011
H 0.54497 -2.68757 2.80909 0.017 -0.030 -0.007
H -0.27759 -3.29724 -0.54932 0.028 -0.051 0.019
H -0.12949 -4.02899 1.06603 0.021 -0.043 -0.042
H -2.52677 -3.46178 0.18282 -0.008 -0.041 0.030
H -2.14294 -2.99578 1.85490 -0.022 0.050 0.009
H -4.15552 -1.65552 0.13446 -0.025 -0.012 0.031
H -3.69647 -1.24399 1.79932 0.044 -0.040 0.003
H -3.85576 0.53249 -0.66797 0.019 0.018 -0.005
H -4.41221 0.86351 0.97539 -0.015 0.028 -0.007
H -2.65987 2.45560 2.13871 -0.035 -0.007 0.028
H -2.61645 0.74132 2.61438 -0.066 0.027 0.007
H -0.28896 2.39286 1.53217 0.062 0.044 0.075
H -0.48155 1.86000 3.21861 0.012 0.014 0.000
F 1.71933 5.51331 2.79268 0.018 0.016 0.027
C 1.41740 4.75056 1.71345 -0.003 -0.030 -0.023
C 0.23883 4.98010 1.03483 -0.014 0.020 0.030
C -0.06492 4.18563 -0.06118 0.036 -0.100 -0.107
C 0.78783 3.15981 -0.50101 0.000 0.137 0.136
C 0.41194 2.27002 -1.61630 -0.165 -0.480 0.123
C 1.98854 2.99208 0.20920 -0.183 -0.099 -0.111
C 2.30333 3.77019 1.31079 0.055 0.074 0.074
H -0.42058 5.77650 1.35565 0.006 -0.010 0.014
H -0.98996 4.35383 -0.60198 0.010 0.035 0.021
H 1.26986 2.11357 -2.27925 -0.024 -0.107 -0.024
H -0.38950 2.72911 -2.20304 0.005 -0.072 -0.071
H 2.67653 2.21984 -0.11910 0.047 0.021 0.035
H 3.23160 3.63782 1.85182 -0.009 -0.015 0.000
N 5.80737 -4.21814 -3.45668 -0.031 0.047 0.015
C 4.94256 -3.54843 -3.10020 0.266 -0.179 -0.084
C 3.85721 -2.73515 -2.64946 -0.389 0.212 0.091
C 4.00979 -1.88049 -1.55731 0.108 -0.041 -0.018
C 2.93602 -1.12523 -1.12072 -0.224 0.162 0.125
C 1.66339 -1.16526 -1.71912 0.018 -0.124 -0.345
C 1.56593 -2.03194 -2.82478 -0.143 0.114 0.025
C 2.62136 -2.79973 -3.29076 0.179 -0.065 0.024
H 4.97065 -1.81417 -1.06217 0.001 -0.015 0.002
H 3.10359 -0.47437 -0.26419 0.030 -0.006 0.007
H 0.62735 -2.11386 -3.36428 0.009 -0.005 -0.002
H 2.50043 -3.44780 -4.14988 -0.012 -0.010 0.015
F -1.58121 -1.75876 -2.03554 0.138 0.124 -0.160
B -2.16555 -0.79243 -2.94761 -0.261 -0.378 -0.695
F -2.20730 0.42207 -2.13648 -0.205 0.026 -0.120
F -3.40651 -1.17055 -3.32755 0.045 0.082 0.027
F -1.23642 -0.55708 -3.92827 -0.084 0.003 -0.085